No. 1
C37H54BHgN7OSSbSe4 | ωB97M-V with the def2-TZVPD basis set

Last column: Löwdin spin population.
Element x y z (Å)
Hg (-0.099, -0.478, -0.244)  0.06
C (4.224, 2.815, -1.863)  0.00
C (3.558, 1.776, -1.017)  0.00
C (4.123, 1.068, 0.020)  0.00
C (3.115, 0.208, 0.483)  0.00
N (2.016, 0.387, -0.238)  0.00
N (2.288, 1.354, -1.164)  0.00
B (1.342, 1.921, -2.255)  0.00
N (0.054, 2.573, -1.709)  0.00
N (-0.832, 1.966, -0.875)  0.00
C (-1.783, 2.853, -0.598)  0.00
C (-1.498, 4.066, -1.255)  0.00
C (-0.318, 3.857, -1.932)  0.00
C (0.406, 4.861, -2.772)  0.00
C (-2.935, 2.630, 0.356)  0.00
C (-2.410, 2.765, 1.790)  0.00
C (-4.004, 3.710, 0.140)  0.00
C (-3.600, 1.268, 0.141)  0.00
N (1.150, 0.878, -3.381)  0.00
N (0.881, -0.417, -3.095)  0.00
C (0.887, -1.072, -4.241)  0.00
C (1.155, -0.186, -5.307)  0.00
C (1.333, 1.044, -4.713)  0.00
C (1.677, 2.338, -5.379)  0.00
C (0.652, -2.563, -4.329)  0.00
C (1.664, -3.170, -5.310)  0.00
C (0.823, -3.223, -2.963)  0.00
C (-0.771, -2.818, -4.844)  0.00
C (3.328, -0.800, 1.597)  0.00
C (2.036, -1.438, 2.087)  0.01
C (4.274, -1.890, 1.071)  0.00
C (3.997, -0.092, 2.785)  0.00
H (5.243, 2.955, -1.502)  0.00
H (3.705, 3.773, -1.815)  0.00
H (4.268, 2.514, -2.912)  0.00
H (5.132, 1.159, 0.387)  0.00
H (1.929, 2.829, -2.760)  0.00
H (-2.061, 4.983, -1.229)  0.00
H (-0.087, 5.827, -2.652)  0.00
H (0.389, 4.609, -3.830)  0.00
H (1.451, 4.972, -2.479)  0.00
H (-2.048, 3.786, 1.960)  0.00
H (-1.591, 2.069, 1.967)  0.00
H (-3.200, 2.541, 2.513)  0.00
H (-3.624, 4.711, 0.366)  0.00
H (-4.844, 3.514, 0.810)  0.00
H (-4.377, 3.704, -0.889)  0.00
H (-2.906, 0.444, 0.299)  0.00
H (-4.011, 1.198, -0.871)  0.00
H (-4.411, 1.130, 0.861)  0.00
H (1.236, -0.407, -6.361)  0.00
H (1.839, 2.156, -6.442)  0.00
H (2.581, 2.787, -4.964)  0.00
H (0.876, 3.070, -5.286)  0.00
H (2.687, -2.974, -4.977)  0.00
H (1.549, -2.759, -6.317)  0.00
H (1.523, -4.254, -5.368)  0.00
H (1.829, -3.056, -2.568)  0.00
H (0.653, -4.301, -3.044)  0.00
H (0.125, -2.817, -2.230)  0.00
H (-0.918, -2.369, -5.831)  0.00
H (-1.504, -2.390, -4.156)  0.00
H (-0.962, -3.894, -4.919)  0.00
H (1.477, -1.912, 1.280)  0.00
H (1.374, -0.703, 2.545)  0.00
H (2.248, -2.206, 2.836)  0.00
H (3.804, -2.441, 0.249)  0.00
H (4.509, -2.598, 1.873)  0.00
H (5.208, -1.461, 0.699)  0.00
H (3.388, 0.746, 3.124)  0.00
H (4.989, 0.290, 2.531)  0.00
H (4.105, -0.798, 3.614)  0.00
C (0.889, -5.205, 1.914)  0.00
C (-0.463, -5.334, 2.203)  0.00
C (-1.379, -4.611, 1.463)  0.00
C (-0.922, -3.755, 0.456)  0.01
N (0.386, -3.583, 0.225)  0.00
C (1.254, -4.305, 0.930)  0.00
C (-1.887, -3.034, -0.419)  0.01
C (-3.099, -3.656, -0.720)  0.00
C (-4.015, -3.077, -1.583)  0.00
C (-3.720, -1.854, -2.169)  0.00
C (-2.532, -1.214, -1.845)  0.01
C (-1.607, -1.780, -0.967)  0.05
H (1.645, -5.747, 2.469)  0.00
H (-0.803, -5.958, 3.020)  0.00
H (-2.432, -4.638, 1.723)  0.00
H (2.307, -4.141, 0.702)  0.00
H (-3.331, -4.621, -0.282)  0.00
H (-4.959, -3.574, -1.780)  0.00
H (-4.425, -1.383, -2.848)  0.00
H (-2.320, -0.241, -2.279)  0.00
C (0.492, 2.135, 4.080)  0.00
S (1.477, 3.069, 2.902)  0.00
C (0.615, 4.669, 3.077)  0.00
O (1.113, 2.565, 1.554)  0.00
H (0.739, 2.455, 5.097)  0.00
H (0.743, 1.080, 3.949)  0.00
H (-0.572, 2.253, 3.876)  0.00
H (1.336, 5.460, 3.294)  0.00
H (-0.156, 4.634, 3.849)  0.00
H (0.154, 4.836, 2.103)  0.00
Se (-2.545, 0.104, 5.015)  0.43
Sb (-2.493, -2.115, 3.972)  -0.01
Se (-4.499, -2.894, 2.889)  -0.01
Se (-1.035, -3.715, 5.038)  -0.01
Se (-1.189, -0.651, 2.259)  0.43

E_tot in eV: -335338.4328
⟨S²⟩: 0.76
Energy relative to the best compared isomer or geometry (same formula, charge and spin) in kcal per mole: 0.0
Gap between HOMO and LUMO (spin up / spin down) in hartree: 0.1990 / 0.2024
Total charge: -2
Max |F| in eV Å⁻¹: 1.42
Multiplicity: 2

No. 2
C37H55As4BrCdN7O2S | ωB97M-V with the def2-TZVPD basis set

Last column: Mulliken charge in e.
Element x y z (Å)
Cd (0.179, 0.922, 0.403)  1.82
C (-3.555, 0.768, -2.299)  -1.24
As (-2.686, 1.175, -0.561)  0.64
C (-3.117, 3.093, -0.624)  -1.33
C (-4.159, 0.751, 0.705)  -1.73
C (-4.304, -0.644, 1.311)  2.61
C (-5.571, -0.652, 2.177)  -2.06
C (-3.149, -0.989, 2.267)  -1.92
As (-1.323, -1.276, 1.551)  0.36
C (-0.433, -1.473, 3.295)  -1.11
C (-1.370, -3.217, 1.176)  -1.54
C (-4.376, -1.712, 0.224)  -1.72
As (-5.868, -1.967, -1.120)  0.44
C (-7.138, -2.935, 0.035)  -1.14
C (-6.954, -0.314, -1.250)  -1.02
H (-4.412, 1.422, -2.462)  0.30
H (-3.873, -0.274, -2.367)  0.29
H (-2.822, 0.954, -3.084)  0.38
H (-4.198, 3.229, -0.585)  0.50
H (-2.739, 3.534, -1.545)  0.44
H (-2.664, 3.617, 0.215)  0.26
H (-5.088, 1.005, 0.188)  0.59
H (-4.025, 1.459, 1.526)  0.61
H (-5.449, 0.023, 3.021)  0.47
H (-5.768, -1.650, 2.563)  0.47
H (-6.436, -0.323, 1.610)  0.28
H (-3.414, -1.902, 2.818)  0.86
H (-3.050, -0.179, 2.994)  0.52
H (-0.962, -2.186, 3.929)  0.45
H (-0.382, -0.514, 3.808)  0.24
H (0.589, -1.832, 3.140)  0.26
H (-1.975, -3.733, 1.921)  0.49
H (-0.347, -3.598, 1.224)  0.47
H (-1.771, -3.419, 0.184)  0.38
H (-4.334, -2.700, 0.702)  0.60
H (-3.455, -1.607, -0.375)  0.00
H (-6.657, -3.802, 0.482)  0.34
H (-7.970, -3.294, -0.570)  0.41
H (-7.540, -2.309, 0.828)  0.31
H (-6.440, 0.474, -1.793)  0.22
H (-7.305, 0.072, -0.297)  0.29
H (-7.831, -0.593, -1.836)  0.43
N (3.003, 2.025, 2.653)  -0.16
N (2.494, 2.998, 3.514)  -0.42
C (1.171, 3.112, 3.724)  0.58
N (0.742, 3.958, 4.657)  -0.36
N (0.388, 2.349, 2.969)  -0.08
N (-0.929, 2.389, 3.041)  0.31
O (-1.530, 3.084, 3.847)  -0.80
O (-1.509, 1.663, 2.243)  -0.47
H (3.346, 1.219, 3.172)  0.19
H (3.754, 2.399, 2.076)  0.27
H (3.124, 3.541, 4.100)  0.18
H (1.366, 4.544, 5.185)  0.15
H (-0.265, 4.056, 4.765)  0.24
C (5.609, -4.096, 2.472)  -0.56
C (4.961, -4.439, 1.298)  -0.68
C (4.039, -3.575, 0.732)  -0.69
C (3.767, -2.343, 1.318)  0.33
C (4.373, -2.046, 2.537)  -0.31
C (5.294, -2.906, 3.108)  -0.67
As (2.509, -1.013, 0.542)  0.52
C (3.778, 0.321, -0.126)  0.61
C (4.958, 0.676, 0.515)  -0.88
C (5.712, 1.746, 0.061)  -0.50
C (5.297, 2.470, -1.044)  -0.77
C (4.145, 2.096, -1.719)  -0.89
C (3.389, 1.035, -1.257)  -0.18
C (2.208, -1.913, -1.165)  0.92
C (3.277, -2.216, -2.005)  -0.25
C (3.070, -2.918, -3.177)  -0.97
C (1.796, -3.355, -3.508)  -0.69
C (0.724, -3.045, -2.689)  -0.52
C (0.931, -2.319, -1.526)  -1.03
H (6.349, -4.756, 2.897)  0.39
H (5.178, -5.382, 0.816)  0.43
H (3.533, -3.864, -0.181)  0.46
H (4.104, -1.123, 3.045)  0.28
H (5.766, -2.654, 4.047)  0.43
H (5.303, 0.105, 1.369)  0.38
H (6.628, 2.019, 0.568)  0.44
H (5.869, 3.321, -1.380)  0.44
H (3.828, 2.634, -2.602)  0.50
H (2.486, 0.745, -1.788)  0.23
H (4.278, -1.901, -1.723)  0.56
H (3.907, -3.141, -3.823)  0.53
H (1.641, -3.945, -4.399)  0.37
H (-0.273, -3.364, -2.953)  0.51
H (0.081, -2.041, -0.904)  0.20
Br (1.473, 6.797, -2.860)  -0.20
C (1.185, 5.141, -1.946)  -0.24
C (0.314, 4.207, -2.475)  -1.15
C (0.084, 3.030, -1.782)  0.96
C (0.708, 2.753, -0.568)  -1.06
C (1.575, 3.717, -0.065)  0.93
C (1.823, 4.901, -0.743)  -0.62
H (-0.187, 4.390, -3.413)  0.55
H (-0.599, 2.306, -2.217)  0.57
H (2.085, 3.555, 0.875)  0.19
H (2.514, 5.623, -0.337)  0.47
N (0.237, -1.295, -5.605)  -0.33
C (1.028, -0.553, -4.809)  0.26
N (2.334, -0.466, -5.115)  -0.35
S (0.405, 0.241, -3.498)  -0.24
H (0.568, -1.700, -6.464)  0.20
H (-0.752, -1.292, -5.421)  0.20
H (2.743, -0.953, -5.894)  0.22
H (2.937, 0.049, -4.498)  0.15

E_tot in eV: -382574.5922
Energy relative to the best compared isomer or geometry (same formula, charge and spin) in kcal per mole: 4.5
Gap between HOMO and LUMO in hartree: 0.2865
Total charge: +1
Max |F| in eV Å⁻¹: 1.62
Multiplicity: 1